[1]
{
  "formula": "C2H4N4O",
  "method": "the ωB97M-V functional and the def2-TZVPD basis",
  "symbols": ["C", "C", "H", "H", "H", "H", "N", "N", "N", "N", "O"],
  "positions_angstrom": [[0.03274, -0.01260, -0.32627], [-0.95784, 0.90896, -1.00253], [1.36001, -1.93112, 0.97181], [1.68814, -2.63017, -0.54074], [-1.08914, 0.98181, -2.12987], [-1.12208, 2.14481, 1.74274], [1.70390, -1.72059, -0.06253], [0.75566, -0.87871, -0.76635], [-1.50048, 1.60878, -0.07555], [-1.13000, 1.11101, 1.18755], [0.25909, 0.41783, 1.00175]],
  "atomic_forces_ev_per_a": [[0.619, 2.342, 2.267], [1.072, -0.286, 0.457], [0.807, 0.842, -2.645], [-0.087, 0.765, 0.037], [-0.025, 0.052, 1.915], [1.130, -3.777, -1.300], [-2.220, 0.653, 2.106], [2.109, -4.595, -2.503], [-0.272, -1.214, -0.657], [0.547, 3.707, 0.833], [-3.680, 1.510, -0.510]],
  "mulliken_charge": [0.552, -0.043, 0.255, 0.275, 0.348, 0.316, -0.551, -0.284, -0.400, -0.156, -0.312],
  "gap_ev": 9.361,
  "total_energy_ha": -372.69844,
  "smiles": "N/N=c1/cn[nH]o1",
  "e_homo_ev": -8.91
}

[2]
{
  "formula": "C2H5NS",
  "method": "the ωB97M-V functional and the def2-TZVPD basis",
  "symbols": ["C", "C", "N", "S", "H", "H", "H", "H", "H"],
  "positions_angstrom": [[-1.60477, -0.22991, -0.04785], [0.80111, 1.14339, -0.02273], [-2.74864, -0.65550, -0.00737], [-1.03498, 1.35786, -0.15822], [0.02144, -1.69439, 0.16482], [1.30799, 1.42903, -0.95858], [0.79990, 0.05264, -0.08911], [1.09203, 1.54214, 1.01808], [-2.86374, -1.50655, 0.49806]],
  "atomic_forces_ev_per_a": [[1.045, -1.525, 0.512], [-1.000, -0.410, 0.589], [0.055, 0.573, 0.025], [1.065, 0.952, -0.314], [-1.277, 1.336, -0.124], [-0.106, 0.724, 0.850], [0.532, -0.151, 0.671], [0.020, -0.532, -2.118], [-0.335, -0.966, -0.091]],
  "mulliken_charge": [0.006, -0.492, -0.423, -0.019, 0.051, 0.296, 0.007, 0.259, 0.315],
  "gap_ev": [8.788, 7.831],
  "total_energy_ha": -531.97293,
  "e_homo_ev": [-9.20, -8.27]
}

[3]
{
  "formula": "C16H19Cl2Si",
  "method": "the ωB97M-V functional and the def2-TZVPD basis",
  "symbols": ["C", "Si", "C", "C", "H", "H", "H", "H", "H", "H", "H", "H", "H", "H", "Cl", "C", "C", "C", "C", "C", "C", "C", "C", "C", "Cl", "C", "C", "C", "C", "H", "H", "H", "H", "H", "H", "H", "H", "H"],
  "positions_angstrom": [[0.99632, -3.55358, -1.07788], [-0.03063, -2.02729, -1.43621], [0.71513, -1.03208, -2.83755], [-1.80860, -2.48726, -1.80941], [-0.02484, -1.18858, -0.23597], [1.01195, -4.20086, -1.95123], [2.01800, -3.27348, -0.83406], [0.57365, -4.10652, -0.24281], [0.73028, -1.62835, -3.74662], [0.12731, -0.13571, -3.01840], [1.73421, -0.74300, -2.59341], [-1.84908, -3.11465, -2.69645], [-2.23914, -3.03588, -0.97556], [-2.40155, -1.59366, -1.98714], [5.64887, 1.92736, 0.48649], [4.00149, 1.58055, 0.84072], [3.66943, 0.72239, 1.88520], [2.35660, 0.45797, 2.16759], [1.30450, 1.04507, 1.41957], [-0.02112, 0.72321, 1.80321], [-1.30134, 1.08782, 1.31856], [-2.42943, 0.55612, 1.99433], [-3.70594, 0.87335, 1.61580], [-3.92363, 1.73414, 0.54368], [-5.52416, 2.14459, 0.06645], [-2.83924, 2.25975, -0.15005], [-1.55981, 1.94134, 0.21902], [1.67734, 1.90767, 0.36057], [2.99366, 2.16499, 0.08245], [4.45806, 0.28292, 2.47280], [2.11009, -0.21333, 2.97411], [-0.06552, 0.06624, 2.65614], [-2.27064, -0.11638, 2.82131], [-4.55331, 0.47097, 2.14597], [-3.03241, 2.93163, -0.96961], [-0.75831, 2.34891, -0.35761], [0.93770, 2.38805, -0.24190], [3.27410, 2.83556, -0.71211]],
  "atomic_forces_ev_per_a": [[-0.246, 0.396, -0.064], [-0.001, -0.507, -0.497], [-0.166, -0.180, 0.357], [0.417, 0.141, 0.117], [0.004, 0.357, 0.491], [0.049, -0.133, -0.072], [0.155, -0.055, 0.036], [0.009, -0.127, 0.089], [0.034, 0.000, -0.150], [-0.035, 0.150, -0.119], [0.157, 0.070, -0.056], [-0.088, -0.077, -0.104], [-0.125, -0.082, 0.058], [-0.163, 0.073, -0.052], [-0.461, -0.120, 0.122], [0.150, -0.123, 0.158], [0.471, -0.077, 0.143], [-0.392, 0.095, -0.126], [-0.001, 0.063, -0.065], [0.014, 0.242, -0.387], [-0.019, 0.054, -0.083], [0.423, 0.090, -0.097], [-0.476, -0.059, 0.104], [-0.164, -0.120, 0.146], [0.435, -0.126, 0.158], [0.005, 0.253, -0.241], [-0.087, -0.131, 0.131], [0.102, -0.114, 0.162], [-0.009, 0.244, -0.246], [0.080, -0.105, 0.076], [-0.006, -0.097, 0.157], [-0.010, -0.247, 0.247], [-0.009, -0.092, 0.174], [-0.082, -0.088, 0.068], [0.079, 0.051, -0.167], [0.054, 0.149, -0.149], [-0.036, 0.142, -0.158], [-0.063, 0.087, -0.162]],
  "mulliken_charge": [-0.975, 0.233, -0.951, -0.969, -0.051, 0.335, 0.289, 0.304, 0.340, 0.291, 0.284, 0.338, 0.304, 0.279, -0.137, 0.487, -0.796, -0.644, 1.255, -0.601, 1.178, -0.635, -0.785, 0.480, -0.137, -1.311, 0.118, 0.104, -1.327, 0.434, 0.422, 0.253, 0.420, 0.439, 0.443, 0.453, 0.388, 0.448],
  "charge": 1,
  "gap_ev": 6.672,
  "total_energy_ha": -1830.71420,
  "e_homo_ev": -12.69
}

[4]
{
  "formula": "C8H13N4O2",
  "method": "the ωB97M-V functional and the def2-TZVPD basis",
  "symbols": ["C", "C", "C", "N", "C", "N", "N", "N", "C", "C", "O", "C", "C", "O", "H", "H", "H", "H", "H", "H", "H", "H", "H", "H", "H", "H", "H"],
  "positions_angstrom": [[-4.40231, -1.58988, -1.80861], [-3.29113, -1.41433, -1.36418], [-1.83979, -1.10683, -0.84359], [-1.66011, 0.36610, -0.85772], [-0.96350, 1.03944, 0.04368], [-0.91352, 2.44587, -0.08549], [-0.34512, 0.29211, 1.09893], [0.99293, -0.11474, 0.86156], [1.87019, 0.15123, 2.02123], [2.90487, -1.00607, 2.38344], [1.88419, 1.16829, 2.67105], [1.59468, 0.47863, -0.35177], [1.62408, -0.33879, -1.72314], [2.12797, 1.56750, -0.38103], [-5.30730, -1.58655, -2.46571], [-1.80964, -1.54453, 0.19368], [-1.13837, -1.60337, -1.56400], [-2.12264, 0.90567, -1.59420], [-1.79534, 2.83027, -0.43764], [-0.60590, 2.89572, 0.78171], [-0.50382, 0.69906, 2.02490], [2.62299, -1.55972, 3.31679], [3.90172, -0.47811, 2.51050], [3.01628, -1.66340, 1.47180], [1.53055, -1.44562, -1.47958], [0.74365, -0.03390, -2.35220], [2.61905, -0.15692, -2.23149]],
  "atomic_forces_ev_per_a": [[0.032, 0.623, -1.069], [1.316, 0.545, 0.331], [-2.762, -1.398, -0.779], [0.778, 0.005, 0.834], [-0.488, 1.326, 0.125], [-0.841, -2.710, 1.407], [-1.847, 1.584, -1.125], [1.422, -0.669, 0.044], [2.115, -0.311, 1.781], [0.181, 1.049, -1.693], [-1.295, -0.964, -1.017], [1.498, 0.936, -2.733], [-0.246, -1.006, 1.494], [-0.960, -1.386, 1.049], [1.188, -0.311, 1.351], [0.565, 0.807, -1.100], [-0.422, 0.511, 0.931], [0.207, -0.464, 0.158], [0.574, 0.136, -0.038], [0.160, -0.010, -0.553], [0.539, 0.316, -0.390], [0.113, 0.558, -1.023], [-1.266, -0.661, 0.174], [-0.254, 0.309, 1.264], [0.074, 1.315, -0.451], [1.020, -0.170, 0.450], [-1.401, 0.041, 0.580]],
  "mulliken_charge": [0.110, -0.792, -0.146, -0.125, 0.181, -0.429, -0.296, 0.261, 0.506, -0.876, -0.460, 0.528, -1.059, -0.441, 0.383, 0.354, 0.266, 0.291, 0.284, 0.299, 0.366, 0.306, 0.304, 0.273, 0.315, 0.222, 0.374],
  "charge": 1,
  "gap_ev": 8.808,
  "total_energy_ha": -681.73877,
  "smiles": "C#CCN/C(N)=[NH+]/N(C(C)=O)C(C)=O",
  "e_homo_ev": -13.14
}

[5]
{
  "formula": "C7H11NO3S",
  "method": "the ωB97M-V functional and the def2-TZVPD basis",
  "symbols": ["C", "C", "C", "C", "C", "C", "C", "N", "O", "O", "O", "S", "H", "H", "H", "H", "H", "H", "H", "H", "H", "H", "H"],
  "positions_angstrom": [[0.71257, -1.57720, -0.70497], [-1.26744, -0.49825, -0.89667], [0.23313, -2.34009, 0.50013], [-0.80522, 0.37142, 0.45270], [2.03016, -1.56643, -1.37105], [0.53711, 1.93622, -0.82509], [-1.56758, 1.86522, 2.14365], [-0.18446, -1.02789, -1.34192], [-2.36065, -0.53763, -1.34077], [0.44545, 0.90452, 0.17575], [-1.76221, 1.20281, 0.86273], [-0.61508, -1.04302, 1.59051], [-0.65705, -3.04878, 0.38682], [0.97587, -2.76801, 1.12426], [2.61247, -2.49361, -1.70025], [2.64660, -1.07554, -0.66454], [1.96983, -1.03653, -2.39362], [1.57591, 2.43774, -0.65111], [-0.30866, 2.69323, -0.90484], [0.38892, 1.56459, -1.91165], [-0.74727, 1.42658, 2.56764], [-2.39439, 1.70600, 2.82740], [-1.45803, 2.90463, 2.07489]],
  "atomic_forces_ev_per_a": [[0.181, -3.573, -0.536], [-1.220, 2.559, 2.751], [-1.553, 0.865, 0.994], [-0.104, -2.031, -2.248], [1.469, -0.895, -2.364], [0.097, 0.907, -1.658], [-1.648, -1.070, -0.898], [0.661, 0.623, -3.151], [-2.111, -0.033, -0.555], [0.476, 1.524, 0.385], [-1.144, 1.440, 0.491], [0.563, -0.300, 0.779], [1.692, 0.786, -0.700], [0.771, -0.484, 0.369], [-1.303, 0.534, 1.160], [1.239, 0.885, 0.400], [-0.133, -0.253, 2.026], [-2.111, -0.892, -0.533], [0.956, -0.643, 1.359], [0.991, -0.265, 1.630], [2.346, -0.759, 1.341], [-0.485, -0.404, -0.337], [0.372, 1.481, -0.706]],
  "mulliken_charge": [0.700, 0.096, -0.572, 0.815, -1.264, -0.718, -0.854, -0.252, -0.586, -0.340, -0.364, -0.157, 0.302, 0.438, 0.354, 0.262, 0.299, 0.242, 0.315, 0.264, 0.431, 0.267, 0.323],
  "gap_ev": 9.076,
  "total_energy_ha": -951.87379,
  "smiles": "COC1(OC)SCC(C)=NC1=O",
  "e_homo_ev": -8.67
}

[6]
{
  "formula": "C2H5OP",
  "method": "the ωB97M-V functional and the def2-TZVPD basis",
  "symbols": ["C", "C", "O", "P", "H", "H", "H", "H", "H"],
  "positions_angstrom": [[0.63935, 0.03554, 0.47659], [-0.51496, 0.86080, -0.13352], [-1.14137, -1.65841, -0.37520], [-1.07349, -0.52258, 0.86092], [1.13994, -0.79045, 0.01344], [-0.73904, 1.02061, -1.20314], [-0.51028, 1.74952, 0.49144], [-1.47140, -1.26124, -1.19211], [1.25983, 0.72374, 1.10926]],
  "atomic_forces_ev_per_a": [[0.009, 1.467, 0.540], [0.860, 0.285, -0.081], [-0.244, 0.054, 0.207], [-0.193, -0.494, -0.051], [0.292, 0.089, -0.627], [0.192, -0.269, 0.689], [-0.436, 0.357, -0.558], [0.087, -0.156, 0.174], [-0.567, -1.333, -0.293]],
  "mulliken_charge": [-0.529, -0.508, -0.512, 0.137, 0.301, 0.290, 0.257, 0.318, 0.245],
  "gap_ev": 10.223,
  "total_energy_ha": -495.76280,
  "smiles": "OP1CC1",
  "e_homo_ev": -9.17
}